Here is 2 unconnected molecules or ions with the total composition C12H13BClN at a distorted geometry from the OMol25 dataset. Energies are from the ωB97M-V functional and the def2-TZVPD basis.

Geometry as ORCA input:
```
! wB97M-V def2-TZVPD RIJCOSX def2/J DEFGRID3
* xyz 0 1
Cl 4.35862 1.23033 4.92425
C 2.67042 1.30360 5.16304
C 2.09235 2.25067 6.01685
C 0.70462 2.28511 6.23307
C -0.15675 1.35485 5.64213
C -1.68253 1.43344 5.78253
C -2.54118 2.67969 5.85879
C -3.74990 2.49346 5.27431
C -3.90294 1.13845 4.66785
C -2.46583 0.58057 4.75086
C 0.46575 0.30056 4.92967
C 1.84421 0.28819 4.66625
H 2.74597 2.97484 6.48905
H 0.30942 2.98363 6.96518
H -1.85972 1.28824 6.81846
H -2.29850 3.48702 6.53668
H -4.60445 3.16720 5.28298
H -4.37774 1.10236 3.68034
H -4.53328 0.48558 5.29015
H -1.98214 0.68953 3.76674
H -2.50485 -0.49281 4.94239
H -0.10287 -0.58047 4.65959
H 2.28566 -0.51622 4.08644
B -2.35611 -3.38726 8.51960
C -0.96743 -2.89504 8.23070
N -0.02135 -2.28400 7.91468
H -2.94482 -3.04541 9.51896
H -3.03872 -3.77114 7.59122
*
```

HOMO-LUMO gap   7.08 eV
E   -27341.2253 eV
Highest occupied orbital energy   -8.5 eV
SMILES string   Clc1ccc([C@H]2C=CCC2)cc1.BC#N
Energy above the lowest of the compared OMol25 structures with the same formula, charge and spin   0.711 eV